Below is 11 unconnected molecules or ions with the total composition C30H79NO26S8, with properties calculated with ωB97M-V with the def2-TZVPD basis set.

Results
- net charge = 0
- LUMO energy (eV) = 0.062
- highest occupied orbital energy (eV) = -10.016
- HOMO-LUMO gap (eV) = 10.1
- SMILES = CCOS(C)(=O)=O.CCOS(C)(=O)=O.CCOS(C)(=O)=O.CCOS(C)(=O)=O.CCOS(C)(=O)=O.CCOS(C)(=O)=O.CCOS(C)(=O)=O.CCOS(C)(=O)=O.CC#N.CCO.CCO
- maximum force (eV/A) = 2.67

Last column: Löwdin charge in e.
Atoms and positions in Å:
H: 3.89313 2.09886 3.79940  0.04
O: 0.17115 -1.52611 -0.31847  -0.11
H: -5.03333 4.64924 2.85967  0.08
O: 2.24565 5.81002 -1.92210  -0.27
H: -0.51218 0.42360 -0.01467  0.09
H: -2.76751 -7.13950 -3.02635  0.09
C: -0.04370 -0.19891 7.97367  -0.10
C: -2.92857 -0.98413 2.30622  -0.07
H: -0.92102 -0.86656 -6.39204  0.09
O: 0.78144 -2.35813 9.25781  -0.28
H: -2.41583 -7.50161 -1.28724  0.07
H: -3.71585 6.64869 -1.94164  0.07
O: -2.30457 4.11185 0.64049  -0.30
H: -2.03865 7.13752 -1.87808  0.08
H: 3.27626 2.93332 1.25736  0.10
H: 1.38065 -0.32959 1.56230  0.07
H: -0.80533 0.12849 8.67881  0.07
C: 3.51472 4.58725 2.57577  -0.04
H: -2.12967 0.22073 -1.54239  0.05
H: -3.79476 -8.20574 -2.11331  0.08
C: 3.08378 -1.61640 -2.44858  -0.28
H: 5.45452 1.72492 4.37498  0.08
H: -0.32500 0.11045 6.96892  0.06
H: 0.93116 0.19282 8.25214  0.07
C: 3.28065 -2.88217 -3.21113  -0.05
H: 0.60982 2.31876 -2.21667  0.05
C: -0.04468 -2.42430 5.54419  -0.27
S: 0.98027 -5.79566 -1.54330  0.62
C: 0.53617 -9.56626 -0.51239  -0.07
H: -0.48746 3.06048 2.17904  0.07
H: -5.64971 -3.64999 -3.11904  0.07
C: -3.18705 -7.30526 -2.03388  -0.05
O: 5.05385 1.50736 -3.50826  -0.26
S: -3.75664 4.81007 0.89418  0.62
H: 4.60116 3.88104 0.75349  0.11
H: -0.39277 -3.43955 5.35906  0.12
O: 0.74912 -2.44583 6.74760  -0.26
H: 4.15298 6.96714 0.34347  0.06
S: -0.02074 -2.01116 8.10329  0.63
O: 2.33629 -5.54209 -1.11861  -0.28
H: -3.57083 3.58439 2.92467  0.04
O: 4.18042 4.17073 -1.66605  -0.29
H: 1.03688 -9.60464 0.45711  0.08
H: -0.53277 -1.69763 -0.95704  0.01
H: 3.26785 -2.62000 -4.27061  0.08
C: 3.59366 3.97376 1.15826  -0.25
H: -4.48972 -6.27946 -0.64814  0.12
H: 0.68648 -10.48403 -1.07426  0.08
H: 5.43767 5.98792 -0.50246  0.07
O: 2.72217 4.69127 0.26852  -0.29
C: 1.04636 -8.39473 -1.28848  -0.32
H: -3.26852 4.62660 -3.11664  0.13
H: -0.50961 -9.37299 -0.26300  0.07
H: -3.93424 -1.21012 1.96138  0.06
H: 4.11794 0.64916 4.80850  0.07
H: 2.14557 -1.13508 -2.73504  0.09
H: -4.56274 1.40087 -0.06053  0.11
O: 2.82639 1.28557 -2.32268  -0.31
O: -2.69250 1.07296 0.75197  -0.29
H: 2.43652 -3.53816 -2.99868  0.06
C: -4.65917 -3.23123 -2.96250  -0.10
H: -0.90584 3.02466 -1.46088  0.05
O: -5.11831 -3.78803 -0.37010  -0.28
O: -1.38895 -2.50339 8.02422  -0.30
H: 4.19809 -3.41541 -2.96959  0.09
H: 1.70958 -2.64364 4.36258  0.08
C: -0.86405 -0.93961 -4.27338  -0.22
S: -3.00852 0.86248 2.33918  0.64
H: -4.63307 -2.16845 -3.19608  0.06
H: 0.66422 3.98695 -1.66410  0.05
H: 4.45320 7.27870 -1.33921  0.07
O: 0.57318 -7.16856 -0.74600  -0.27
O: -3.57305 6.20009 0.55643  -0.28
C: -3.71454 0.72335 -0.16924  -0.27
H: 4.97942 1.12947 1.88475  0.10
H: 0.54703 0.18396 -1.35632  0.08
H: 4.02052 3.90838 3.26477  0.05
H: 0.07024 -4.42155 0.20354  0.08
O: 4.15549 -0.73778 -2.80278  -0.26
H: -0.08732 0.44347 -5.60622  0.07
H: 6.45100 -0.34227 2.02209  0.08
C: 0.39957 -0.10467 -0.31107  -0.31
H: -1.82919 0.45747 -5.53519  0.08
O: -1.21312 5.09716 -3.43246  -0.25
C: 0.85192 -1.96941 4.39162  -0.06
H: -4.09393 -0.29266 -0.03815  0.09
S: 3.32128 5.21448 -1.15558  0.64
H: -2.08840 -1.17905 1.64636  0.06
C: -3.07069 0.76453 -1.56505  -0.04
O: -1.81672 1.28407 3.04935  -0.30
H: 3.04902 -1.78519 -1.37193  0.12
H: 3.73610 -0.16451 -5.38129  0.07
O: -3.03549 -2.53998 -0.93912  -0.28
C: 3.01511 0.45124 -4.84391  -0.10
S: -4.02878 -3.51852 -1.29913  0.64
H: -1.13611 -5.39189 -0.73030  0.05
O: 0.54127 3.76397 -4.60874  -0.29
C: 1.56262 0.16844 0.60898  -0.06
C: -2.77280 6.60737 -2.48553  -0.07
C: -3.99759 -6.09100 -1.60231  -0.29
C: 4.48326 6.49779 -0.58074  -0.09
C: -0.96437 -0.20236 -5.53089  -0.05
H: 0.54118 3.40712 0.85656  0.06
H: 2.82311 1.37053 -5.39192  0.08
H: -1.44793 5.48506 1.91292  0.11
H: 0.38744 -1.99505 3.40594  0.07
H: 2.10662 -0.12863 -4.69338  0.04
C: -0.09551 3.89647 1.59054  -0.05
C: -2.42908 5.14681 -2.65502  -0.27
H: -3.96129 -3.71028 -3.64870  0.07
C: -3.96678 4.56486 2.67462  -0.08
C: 4.54509 1.24728 4.00501  -0.07
H: -2.96715 1.77865 -1.95054  0.06
C: -1.13726 4.85636 1.07933  -0.23
H: -2.77052 -1.31415 3.32963  0.06
O: -4.77576 4.01872 0.22223  -0.28
H: 0.75825 -8.51774 -2.33741  0.11
C: 4.83870 0.45221 2.73525  -0.32
H: -2.83834 7.13642 -3.43555  0.08
C: 0.00204 3.20617 -2.03142  -0.09
H: 3.98748 -0.14228 2.38387  0.10
H: 2.48825 4.70682 2.90704  0.06
H: 0.44994 4.39235 2.39432  0.07
H: -0.39887 -3.92574 -1.44784  0.05
H: 4.06943 5.52391 2.63238  0.07
O: 5.96710 -0.38437 2.84886  -0.06
O: -1.63418 2.66046 -4.00548  -0.30
H: 1.59660 1.24831 0.75912  0.06
H: -2.20409 4.70620 -1.68355  0.08
N: -0.77998 -1.49965 -3.26884  0.19
H: -3.80886 0.31215 -2.23064  0.08
O: 0.70730 -5.97432 -2.95187  -0.29
H: -4.79450 -6.00093 -2.34892  0.12
C: -0.24996 -4.76864 -0.77511  -0.10
O: -3.21572 -4.90886 -1.58190  -0.29
O: -4.34698 1.32909 2.61189  -0.28
H: -0.77921 5.47318 0.25581  0.12
H: -0.92811 -1.78855 5.60221  0.10
S: 3.83061 0.78620 -3.25545  0.64
H: 1.24341 -0.95996 4.52453  0.07
S: -0.57845 3.58677 -3.68867  0.64
H: 2.13532 -8.46731 -1.37129  0.12
H: -3.32970 5.34375 3.08889  0.06
H: 2.48365 -0.23822 0.19598  0.06

Atomic forces in eV per Å
H -0.34 -0.45 -0.09
O -0.19 0.10 0.31
H 0.11 0.16 0.24
O 0.88 -0.98 1.22
H 0.14 -0.03 0.41
H 0.32 0.04 0.15
C -0.12 -0.71 0.05
C -0.71 2.07 0.56
H -0.30 -0.11 0.10
O -0.47 0.24 -1.67
H 0.25 -0.07 -0.28
H -0.06 0.20 -0.14
O -1.22 -0.09 -0.11
H 0.09 -0.14 0.01
H -0.46 0.05 -0.43
H -0.07 0.12 0.09
H 0.04 -0.03 0.03
C 0.86 -0.19 -0.78
H -0.09 -0.03 -0.31
H -0.32 0.19 0.19
C -0.67 0.15 0.14
H 0.18 -0.28 0.01
H 0.01 -0.12 -0.02
H 0.02 -0.14 -0.05
C -0.43 -0.28 -0.36
H -0.13 -0.20 0.39
C 0.01 0.01 -1.33
S 0.81 -1.63 0.55
C -0.33 0.70 1.10
H -0.76 0.10 -0.34
H -0.01 0.04 0.36
C 0.46 0.48 0.24
O -1.04 -1.21 0.50
S -0.03 -0.87 -0.49
H 0.07 0.46 0.04
H -0.04 -0.02 0.12
O -0.34 0.49 1.12
H -0.05 -0.31 0.10
S -0.78 -0.08 0.67
O -0.84 0.61 -0.45
H -0.24 0.01 -0.05
O -1.10 0.67 -0.06
H 0.13 -0.29 -0.08
H 0.05 -0.03 -0.10
H 0.08 -0.31 -0.09
C -0.01 -0.39 1.16
H 0.20 0.28 0.13
H -0.12 -0.05 0.11
H 0.08 0.26 0.04
O -0.30 0.45 -1.13
C 0.85 -0.75 -1.60
H 0.31 -0.24 -0.25
H -0.16 -0.44 -0.30
H 0.29 -0.75 -0.23
H 0.01 -0.08 -0.06
H -0.11 -0.18 0.18
H 0.15 0.15 -0.09
O 1.10 -0.28 -0.90
O 0.28 0.38 1.94
H 0.07 -0.13 -0.11
C 0.46 0.12 -0.16
H 0.26 -0.12 0.32
O 1.22 0.32 -1.29
O 1.45 0.61 -0.09
H 0.03 0.14 0.07
H 0.07 0.06 -0.12
C -0.12 -0.23 0.42
S 1.08 -2.13 -1.20
H -0.15 0.05 0.34
H -0.30 0.18 -0.07
H 0.34 -0.17 -0.16
O -0.25 0.57 -0.35
O -0.46 -0.54 0.47
C -0.46 -0.01 -1.36
H 0.19 0.35 0.19
H 0.55 0.28 0.10
H -0.08 0.08 -0.08
H 0.14 -0.13 -0.05
O 1.24 1.72 -0.30
H -0.05 0.10 0.06
H 0.06 -0.11 0.01
C -0.49 -0.73 -0.56
H -0.09 -0.17 -0.01
O 0.57 -1.87 -0.98
C 0.54 -0.24 0.37
H 0.28 -0.06 0.45
S 1.22 0.12 0.58
H -0.19 -0.39 -0.10
C -1.11 0.41 0.55
O -1.31 0.52 -0.50
H 0.22 0.21 0.00
H -0.04 0.10 -0.13
O -0.50 -0.71 -0.54
C 0.75 -0.19 0.35
S -0.54 -0.74 0.78
H -0.02 0.19 0.03
O -1.75 -0.26 1.31
C -0.50 0.03 -0.23
C -0.01 0.14 0.30
C -1.35 -1.48 -0.65
C -0.99 -0.07 -0.44
C 0.59 0.24 0.06
H 0.16 0.54 -0.15
H 0.00 0.13 0.26
H 0.10 0.28 -0.17
H -0.36 -0.16 0.17
H -0.01 0.14 0.21
C 0.05 -0.86 1.02
C 0.22 0.54 0.32
H 0.07 -0.04 0.13
C 0.75 0.41 -1.19
C 0.33 0.13 -0.17
H 0.37 0.04 0.25
C -0.21 -0.31 0.39
H 0.00 -0.07 -0.04
O 1.58 0.78 0.52
H -0.51 0.43 0.04
C -0.60 0.42 -0.82
H -0.17 -0.19 -0.08
C 0.09 -0.23 -1.28
H -0.22 -0.09 0.53
H -0.02 0.10 -0.10
H 0.61 0.31 -0.56
H -0.06 0.00 0.03
H -0.28 0.19 -0.02
O 0.34 -0.10 0.43
O 0.12 0.16 -0.10
H 0.46 -0.03 0.09
H -0.30 -0.08 0.02
N -0.03 0.26 -0.57
H 0.30 -0.34 -0.17
O -0.05 0.35 0.89
H -0.11 0.33 0.09
C 0.43 -0.04 -0.40
O -0.06 1.23 0.53
O 1.05 0.01 0.20
H -0.06 0.07 0.02
H 0.07 0.08 0.46
S -1.36 -0.04 0.25
H -0.12 0.04 0.21
S 1.11 1.98 0.04
H 0.13 0.57 0.52
H -0.42 0.06 0.48
H 0.11 0.30 -0.03